1.
{"formula": "C3H3O2P2S2", "method": "ωB97M-V/def2-TZVPD", "species": ["C", "C", "C", "O", "O", "P", "P", "S", "S", "H", "H", "H"], "xyz": [[-2.43509, -0.16613, -1.39097], [1.46784, -0.26657, 0.08726], [0.51133, 0.19557, 1.05911], [-1.41261, 0.37319, -1.56536], [-3.46672, -0.65137, -1.50670], [0.26432, 1.79496, 1.46394], [-0.90449, -0.83031, 1.41346], [1.58915, 3.00852, 0.61534], [-0.82409, -2.38683, 0.28330], [1.17334, 0.06402, -0.90645], [2.42313, 0.18860, 0.18965], [1.61389, -1.32365, 0.25743]], "forces_ev_per_a": [[2.30, 1.13, -1.72], [1.33, -0.43, -0.66], [-1.26, -0.20, 0.07], [-0.64, -0.22, 0.79], [-1.65, -0.81, 0.77], [-0.55, 1.28, 0.81], [-0.20, 1.47, 1.52], [0.12, -0.10, 0.04], [-0.13, -1.62, -0.89], [-0.27, -0.71, -0.37], [0.96, 0.61, 0.46], [0.00, -0.39, -0.83]], "charge": -1, "multiplicity": 3, "e_tot_ha": -1745.71213, "gap_ha": [0.2041, 0.1432], "lumo_energy_ev": [3.21, 0.47]}


2.
{"formula": "C30H61F9O11S", "method": "ωB97M-V/def2-TZVPD", "species": ["C", "C", "O", "C", "C", "O", "C", "C", "C", "F", "F", "C", "F", "F", "C", "F", "F", "C", "F", "F", "F", "O", "S", "O", "O", "O", "C", "C", "C", "C", "C", "H", "H", "H", "H", "H", "H", "H", "H", "H", "H", "H", "H", "H", "H", "H", "H", "H", "H", "H", "H", "H", "C", "C", "C", "O", "H", "H", "H", "H", "H", "H", "H", "H", "C", "C", "C", "O", "H", "H", "H", "H", "H", "H", "H", "H", "C", "C", "C", "O", "H", "H", "H", "H", "H", "H", "H", "H", "C", "C", "C", "O", "H", "H", "H", "H", "H", "H", "H", "H", "C", "C", "C", "O", "H", "H", "H", "H", "H", "H", "H", "H"], "xyz": [[-2.98986, -3.39006, -0.49055], [-2.95403, -1.89180, 0.05236], [-1.70144, -1.25537, -0.30974], [-1.60950, 0.05631, 0.28823], [-1.39609, 1.15008, -0.87693], [-0.00482, 1.56003, -0.99006], [0.03365, 2.43552, -2.15628], [1.35532, 3.33697, -2.20835], [2.57835, 2.90714, -3.11438], [3.75844, 3.63461, -2.92503], [2.18851, 3.17859, -4.45725], [2.97169, 1.36592, -3.09437], [1.95931, 0.48978, -3.48715], [3.99553, 1.22638, -4.07063], [3.59860, 0.82135, -1.73789], [2.83930, 1.11510, -0.59427], [4.91021, 1.33153, -1.66622], [3.77857, -0.78596, -1.70637], [4.65368, -1.02850, -0.62103], [4.41591, -1.28827, -2.82373], [2.59956, -1.44021, -1.38557], [0.85101, 4.51792, -2.93845], [0.14437, 5.65185, -1.89379], [-1.32444, 5.73104, -2.19874], [0.84763, 6.95448, -1.98971], [0.32364, 4.70548, -0.53246], [1.55249, 3.90898, -0.73752], [2.69856, 4.96907, -0.40148], [2.31401, 6.01239, 0.75653], [4.10646, 4.29521, 0.03708], [4.35092, 4.23414, 1.61285], [-3.94581, -3.64533, -1.04517], [-2.12448, -3.53394, -1.20687], [-2.88941, -4.12907, 0.36306], [-3.14029, -1.88895, 1.18274], [-3.81542, -1.32591, -0.42727], [-2.60318, 0.28998, 0.80909], [-0.73959, 0.05007, 1.01461], [-2.08919, 2.02017, -0.60364], [-1.72845, 0.66605, -1.85550], [-0.92820, 3.05772, -2.08915], [-0.08251, 1.83554, -3.13031], [1.60633, 3.18352, 0.13824], [2.93978, 5.57759, -1.34140], [3.22781, 6.66306, 0.98480], [1.91098, 5.50125, 1.69889], [1.49915, 6.74839, 0.44674], [4.09816, 3.22632, -0.34233], [4.95524, 4.82522, -0.52142], [3.44599, 3.93253, 2.21589], [4.72710, 5.27361, 1.92041], [5.24457, 3.54301, 1.79886], [-1.12038, -2.59207, -6.69047], [-1.24006, -1.39634, -5.75853], [-0.05750, -1.31657, -4.80619], [-2.44835, -1.49852, -5.00736], [-1.10380, -3.52824, -6.12330], [-1.98174, -2.64334, -7.36109], [-0.21080, -2.53358, -7.29340], [-1.30088, -0.47699, -6.34678], [-0.00428, -2.20890, -4.17419], [-0.16229, -0.46043, -4.13579], [0.88392, -1.21989, -5.35276], [-2.40512, -2.30830, -4.48323], [-2.19703, -8.13645, 0.95070], [-2.52459, -7.33335, -0.29790], [-2.20117, -8.11609, -1.56087], [-1.77985, -6.11727, -0.28786], [-1.13052, -8.37925, 0.99241], [-2.42430, -7.55626, 1.84865], [-2.76741, -9.06809, 0.98187], [-3.58438, -7.06411, -0.29385], [-1.13441, -8.35713, -1.60772], [-2.43102, -7.52262, -2.44927], [-2.77112, -9.04738, -1.60538], [-0.84059, -6.34223, -0.29106], [4.08939, -0.31742, 3.08156], [5.04582, 0.74037, 3.61012], [5.60493, 0.35139, 4.96975], [4.36220, 1.98808, 3.71667], [3.23457, -0.44118, 3.75424], [3.68712, -0.01980, 2.10963], [4.58938, -1.28285, 2.97201], [5.86672, 0.88014, 2.90163], [4.80210, 0.25047, 5.70705], [6.28126, 1.12492, 5.34195], [6.15033, -0.59405, 4.91681], [3.63399, 1.87614, 4.34098], [-4.94457, -5.68361, 2.82461], [-4.03551, -4.58314, 3.34990], [-3.46733, -4.93928, 4.71478], [-4.77054, -3.36424, 3.44493], [-5.79719, -5.83919, 3.49330], [-5.35424, -5.40986, 1.84883], [-4.40341, -6.62769, 2.72443], [-3.21772, -4.41427, 2.64426], [-4.26880, -5.06842, 5.44920], [-2.82549, -4.13579, 5.08456], [-2.88283, -5.86172, 4.67098], [-5.49620, -3.50229, 4.06645], [-1.63972, 4.54980, 2.87227], [-2.47728, 5.76518, 2.50437], [-3.58696, 5.39812, 1.53141], [-1.64033, 6.75784, 1.91691], [-1.15885, 4.12480, 1.98480], [-0.83972, 4.82996, 3.56264], [-2.25181, 3.77547, 3.34198], [-2.91047, 6.20028, 3.40879], [-3.17232, 5.00201, 0.59860], [-4.17306, 6.28164, 1.26713], [-4.25738, 4.64917, 1.96098], [-1.25244, 6.38188, 1.11549]], "forces_ev_per_a": [[0.30, 0.27, 0.27], [-1.00, -0.81, -0.31], [-0.94, 0.16, 0.99], [-0.01, 0.43, -0.87], [-0.68, -1.10, 1.04], [-1.02, 0.61, -1.26], [-0.50, -1.19, -0.39], [-1.78, 1.47, 0.82], [-0.06, 0.20, -1.68], [-2.21, -1.19, 0.14], [0.70, -0.85, 2.37], [1.16, -0.94, -1.24], [1.37, 1.84, 0.85], [-1.88, 0.26, 1.82], [0.93, -0.76, 0.33], [1.55, -0.02, -2.26], [-2.64, -0.65, 0.34], [1.05, -0.88, 1.59], [-1.67, 0.40, -2.02], [-1.82, 0.89, 1.96], [2.31, 1.25, -1.31], [-0.02, 1.31, 1.66], [-2.80, 1.30, -1.81], [4.23, -0.75, 1.21], [-1.08, -3.82, 0.73], [0.05, 0.63, -2.23], [1.53, 1.26, 2.19], [1.82, 0.75, -0.27], [-0.79, 0.41, -0.31], [-0.68, -0.79, -0.28], [1.39, 0.79, -0.84], [1.06, 0.53, 0.68], [-0.99, 0.08, 0.90], [0.04, 0.94, -1.19], [0.47, 0.09, -1.42], [0.97, -0.40, 0.55], [1.53, -0.17, -0.54], [-1.03, 0.27, -0.73], [1.17, -0.74, -0.63], [0.28, 0.64, 1.22], [1.83, -0.16, -0.26], [0.34, 0.72, 1.33], [-0.61, 0.45, -1.64], [-0.55, -0.80, 1.26], [-1.26, -1.17, -0.20], [0.84, 0.67, -1.28], [1.12, -1.07, 0.24], [0.17, 1.27, 0.38], [-1.16, -0.71, 1.02], [1.22, 0.22, -0.75], [-0.80, -1.49, -0.08], [-1.54, 0.77, -0.09], [-0.09, 0.02, -0.29], [0.19, -0.63, 0.31], [0.08, 0.22, 0.04], [-0.19, 0.28, -0.07], [0.11, 0.08, 0.06], [0.08, 0.07, 0.02], [-0.04, -0.05, 0.03], [-0.19, -0.03, 0.12], [0.00, -0.04, -0.11], [-0.03, -0.05, -0.10], [-0.03, -0.01, 0.06], [0.03, 0.11, -0.05], [-0.18, 0.00, 0.24], [0.64, -0.36, -0.01], [-0.17, 0.02, -0.24], [-0.11, 0.06, 0.01], [-0.05, -0.05, -0.13], [-0.04, -0.04, -0.08], [0.06, 0.03, 0.03], [0.12, 0.19, 0.00], [-0.05, -0.06, 0.13], [-0.06, -0.04, 0.09], [0.06, 0.03, -0.02], [-0.13, -0.01, 0.00], [-0.01, -0.05, -0.30], [-0.48, -0.29, 0.48], [0.29, 0.07, 0.07], [0.09, 0.14, -0.11], [0.12, -0.02, 0.09], [0.10, -0.03, 0.03], [-0.07, 0.03, 0.00], [-0.12, 0.20, 0.02], [-0.04, -0.09, -0.11], [-0.01, -0.07, -0.09], [-0.04, 0.04, 0.04], [0.12, -0.04, -0.05], [-0.01, -0.05, -0.30], [-0.45, -0.28, 0.46], [0.27, 0.08, 0.07], [0.15, 0.23, -0.22], [0.12, -0.02, 0.09], [0.11, -0.01, 0.03], [-0.08, 0.02, 0.02], [-0.12, 0.18, 0.02], [-0.03, -0.10, -0.11], [0.00, -0.07, -0.09], [-0.04, 0.04, 0.04], [0.10, -0.01, -0.08], [0.12, -0.06, 0.27], [0.19, -0.40, -0.57], [-0.26, 0.09, 0.01], [0.04, 0.24, 0.19], [-0.14, 0.01, -0.06], [-0.11, 0.01, 0.01], [0.05, 0.00, -0.03], [0.14, 0.14, -0.10], [0.07, -0.06, 0.09], [0.03, -0.06, 0.08], [0.02, 0.02, -0.05], [-0.10, 0.02, 0.11]], "charge": 0, "e_tot_ha": -3304.09316, "smiles": "CCOCCOC[C@@]1(C(F)(F)C(F)(F)C(F)(F)C(F)(F)F)OS(=O)(=O)O[C@@H]1[C@@H](C)CC.CC(C)O.CC(C)O.CC(C)O.CC(C)O.CC(C)O", "gap_ha": 0.3709, "lumo_energy_ev": 0.41}